{
  "formula": "C61H71AlN5OTe",
  "method": "the ωB97M-V functional and the def2-TZVPD basis",
  "multiplicity": 2,
  "orbital_gap_ev": [5.49, 5.72],
  "e_tot_ev": -87804.6594,
  "largest_force_ev_per_a": 0.4,
  "lumo_energy_ev": [-0.94, -0.96],
  "symbols": ["Al", "C", "C", "C", "C", "C", "C", "C", "C", "C", "C", "C", "C", "C", "C", "C", "C", "N", "C", "C", "C", "N", "C", "C", "C", "N", "C", "C", "C", "C", "C", "C", "C", "C", "C", "C", "C", "C", "N", "C", "C", "H", "H", "H", "H", "H", "H", "H", "H", "H", "H", "H", "H", "H", "H", "H", "H", "H", "H", "H", "H", "H", "H", "H", "H", "H", "H", "H", "H", "H", "H", "H", "H", "H", "H", "H", "H", "H", "H", "H", "H", "H", "H", "H", "H", "C", "C", "C", "C", "C", "C", "Te", "N", "C", "O", "C", "C", "C", "C", "C", "C", "C", "C", "C", "C", "C", "C", "C", "C", "C", "C", "C", "C", "H", "H", "H", "H", "H", "H", "H", "H", "H", "H", "H", "H", "H", "H", "H", "H", "H", "H", "H", "H", "H", "H", "H", "H", "H", "H", "H"],
  "xyz": [[0.4034, -0.8981, -0.8426], [3.4940, 4.1157, -3.2655], [2.8728, 4.0385, -1.8698], [2.7470, 2.6346, -1.3701], [3.6027, 1.9346, -0.5808], [4.9174, 2.3679, -0.0154], [6.1090, 1.8001, -0.7899], [3.0137, 0.6320, -0.3963], [3.5768, -0.3516, 0.3812], [3.0080, -1.5894, 0.6055], [3.5849, -2.5933, 1.4587], [4.8976, -2.4728, 2.1640], [6.0899, -2.7181, 1.2380], [2.7246, -3.6482, 1.4427], [1.6518, -3.2820, 0.5581], [0.6320, -4.1346, 0.1997], [-0.3560, -3.8359, -0.7103], [-0.5158, -2.6213, -1.3289], [-1.6048, -2.7878, -2.1430], [-2.1466, -1.8104, -2.9553], [-1.6363, -0.5432, -3.1003], [-0.5388, -0.0606, -2.4374], [-0.3959, 1.2210, -2.8879], [0.6126, 2.0812, -2.5112], [1.6600, 1.7407, -1.6824], [1.8207, 0.5264, -1.0689], [-1.4056, 1.5516, -3.8663], [-2.1807, 0.4462, -3.9999], [-3.3325, 0.2226, -4.9278], [-2.9235, -0.5302, -6.1952], [-1.5043, 2.8520, -4.6003], [-2.1799, 3.9618, -3.7957], [-2.1302, -4.1235, -2.0471], [-1.3507, -4.7784, -1.1449], [-1.4424, -6.1986, -0.6901], [-0.4943, -7.1267, -1.4524], [-3.2821, -4.6540, -2.8404], [-2.8913, -5.0269, -4.2717], [1.8195, -2.0098, 0.0743], [2.8494, -4.9659, 2.1380], [3.5155, -6.0325, 1.2667], [3.5597, 5.1480, -3.6104], [2.9018, 3.5508, -3.9868], [4.4990, 3.6921, -3.2644], [1.8891, 4.5145, -1.8745], [3.4781, 4.6154, -1.1669], [4.9841, 2.0702, 1.0349], [4.9655, 3.4587, -0.0216], [6.0697, 0.7109, -0.8242], [7.0528, 2.0940, -0.3296], [6.1063, 2.1592, -1.8196], [4.5183, -0.1347, 0.8656], [4.9249, -3.1831, 2.9932], [4.9843, -1.4808, 2.6158], [6.0539, -3.7231, 0.8168], [7.0330, -2.6060, 1.7733], [6.0854, -2.0156, 0.4037], [0.6127, -5.1147, 0.6541], [-3.0206, -2.0713, -3.5355], [0.6044, 3.0786, -2.9270], [-3.7672, 1.1874, -5.1979], [-4.1232, -0.3250, -4.4089], [-2.1718, 0.0322, -6.7505], [-3.7797, -0.6947, -6.8502], [-2.4895, -1.5003, -5.9502], [-2.0559, 2.6930, -5.5293], [-0.5031, 3.1721, -4.9019], [-3.2012, 3.6788, -3.5405], [-2.2180, 4.8892, -4.3672], [-1.6508, 4.1591, -2.8613], [-2.4710, -6.5469, -0.8095], [-1.2340, -6.2504, 0.3816], [-0.7387, -7.1442, -2.5155], [-0.5544, -8.1470, -1.0726], [0.5386, -6.7875, -1.3597], [-4.0885, -3.9163, -2.8597], [-3.6914, -5.5306, -2.3338], [-2.4928, -4.1627, -4.8049], [-3.7489, -5.4052, -4.8286], [-2.1175, -5.7951, -4.2722], [1.8593, -5.3099, 2.4479], [3.4233, -4.8333, 3.0584], [2.9711, -6.1632, 0.3307], [3.5502, -6.9940, 1.7795], [4.5369, -5.7450, 1.0143], [-3.0593, 8.0476, 0.6857], [-2.4907, 6.6585, 0.7791], [-3.1661, 5.5716, 0.2502], [-2.6470, 4.2777, 0.3128], [-3.4840, 3.1554, -0.2428], [-1.4076, 4.0861, 0.9192], [-0.4561, 2.1401, 0.8866], [-0.6100, -0.1668, 0.5377], [-1.7660, -0.5860, 1.0569], [-2.8157, 0.0530, 1.1441], [-1.7560, -1.9773, 1.6499], [-2.7437, -2.8971, 1.3198], [-2.7696, -4.1382, 1.9357], [-1.8355, -4.4509, 2.9168], [-0.8651, -3.5226, 3.2662], [-0.8134, -2.2960, 2.6185], [-0.6716, 1.7514, 2.9572], [0.4431, 1.2096, 3.6074], [1.7131, 0.8541, 2.8811], [0.3822, 0.9814, 4.9792], [-0.7538, 1.2742, 5.7173], [-0.8149, 1.0050, 7.1949], [-1.8474, 1.7998, 5.0449], [-1.8372, 2.0458, 3.6756], [-3.0859, 2.6009, 3.0515], [-0.7030, 5.1659, 1.4645], [0.6298, 4.9835, 2.1405], [-1.2607, 6.4354, 1.3906], [-4.1377, 8.0227, 0.5311], [-2.6174, 8.5937, -0.1505], [-2.8575, 8.6188, 1.5920], [-4.1375, 5.7228, -0.2096], [-4.5030, 3.2266, 0.1414], [-3.1038, 2.1665, 0.0144], [-3.5426, 3.2228, -1.3293], [-3.4885, -2.6292, 0.5815], [-3.5294, -4.8595, 1.6621], [-1.8746, -5.4112, 3.4156], [-0.1450, -3.7537, 4.0413], [-0.0489, -1.5700, 2.8690], [1.5060, 0.2954, 1.9689], [2.3495, 0.2332, 3.5128], [2.2788, 1.7470, 2.5997], [1.2472, 0.5550, 5.4753], [0.1591, 0.7067, 7.5803], [-1.5230, 0.2044, 7.4155], [-1.1412, 1.8895, 7.7435], [-2.7545, 2.0165, 5.5985], [-3.9406, 2.3831, 3.6906], [-3.2645, 2.1463, 2.0788], [-3.0219, 3.6841, 2.9303], [1.3681, 4.5596, 1.4552], [0.5531, 4.3000, 2.9892], [1.0078, 5.9377, 2.5041], [-0.7219, 7.2718, 1.8232]],
  "forces_ev_per_a": [[0.0258, 0.0782, -0.0456], [-0.0002, 0.0021, -0.0224], [0.0071, 0.0000, 0.0368], [-0.0356, -0.0272, -0.0205], [-0.0439, -0.0114, 0.0052], [-0.0245, 0.0359, 0.0296], [0.0144, 0.0050, -0.0109], [0.0407, 0.0508, 0.0130], [-0.0689, -0.0819, -0.0303], [0.0192, 0.1177, 0.0359], [-0.0344, -0.0679, 0.0112], [-0.0205, 0.0194, 0.0597], [0.0183, 0.0009, -0.0244], [0.0395, 0.0228, -0.0106], [-0.0070, 0.0195, -0.0282], [-0.0618, 0.0533, 0.0218], [0.0658, -0.0061, -0.0106], [-0.0147, -0.0381, 0.0188], [-0.0356, 0.0856, 0.0205], [0.0372, -0.0767, 0.0301], [0.0558, -0.0009, 0.0134], [-0.0146, -0.0113, -0.0052], [0.0473, 0.0259, -0.0531], [-0.0132, -0.0312, 0.0144], [0.0763, 0.0193, -0.0353], [-0.0053, 0.0254, -0.0382], [-0.0029, -0.0259, -0.0196], [-0.0160, 0.0191, 0.0481], [-0.0315, 0.0433, 0.0321], [0.0092, -0.0091, -0.0214], [0.0349, 0.0046, -0.0581], [-0.0006, -0.0022, 0.0528], [0.0277, -0.0465, 0.0327], [-0.0467, 0.0385, -0.0499], [-0.0413, -0.0071, 0.0252], [0.0149, -0.0014, -0.0094], [-0.0343, 0.0112, 0.0495], [0.0143, 0.0024, -0.0197], [-0.0391, -0.0929, -0.0413], [-0.0094, 0.0030, 0.0359], [0.0150, -0.0123, -0.0101], [0.0002, 0.0141, -0.0032], [-0.0080, -0.0050, -0.0068], [0.0139, -0.0074, 0.0052], [-0.0087, 0.0027, -0.0025], [0.0112, -0.0081, -0.0123], [-0.0001, -0.0170, -0.0077], [0.0075, -0.0030, -0.0005], [0.0084, -0.0166, 0.0041], [0.0081, 0.0091, 0.0035], [-0.0094, 0.0020, -0.0128], [0.0120, 0.0122, 0.0185], [0.0076, -0.0076, -0.0152], [0.0004, 0.0053, -0.0041], [-0.0072, -0.0175, 0.0003], [0.0192, -0.0010, 0.0124], [0.0054, 0.0120, -0.0121], [0.0201, -0.0236, -0.0018], [-0.0164, 0.0059, 0.0042], [0.0056, 0.0200, -0.0150], [0.0086, -0.0060, -0.0029], [0.0061, -0.0080, -0.0020], [0.0056, 0.0096, -0.0022], [-0.0086, 0.0027, -0.0012], [0.0024, -0.0138, 0.0069], [-0.0073, -0.0089, -0.0005], [-0.0064, 0.0100, 0.0081], [-0.0318, 0.0037, 0.0017], [0.0045, 0.0256, -0.0123], [-0.0050, -0.0095, 0.0154], [0.0118, -0.0052, -0.0131], [0.0125, 0.0050, -0.0051], [-0.0033, 0.0080, 0.0000], [-0.0041, -0.0146, 0.0016], [0.0078, 0.0007, 0.0071], [0.0002, 0.0074, -0.0064], [0.0117, -0.0028, -0.0061], [0.0044, 0.0095, -0.0065], [-0.0149, -0.0075, -0.0037], [0.0101, -0.0157, 0.0028], [-0.0044, 0.0105, 0.0023], [0.0040, -0.0091, -0.0155], [-0.0152, -0.0077, -0.0143], [0.0043, -0.0153, 0.0107], [0.0044, 0.0122, -0.0034], [-0.0200, 0.0262, -0.0071], [0.0316, -0.0083, 0.0161], [0.0013, 0.0021, 0.0157], [-0.0406, 0.0851, -0.0706], [-0.0017, -0.0501, -0.0486], [-0.0024, -0.1201, -0.0391], [0.0747, 0.0208, -0.0601], [0.3125, 0.0547, 0.0523], [-0.2675, -0.3410, -0.1072], [-0.1283, 0.1359, 0.0478], [0.0034, 0.0811, 0.0851], [-0.0068, 0.0072, 0.0349], [0.0021, 0.0030, 0.0052], [-0.0113, 0.0074, -0.0045], [0.0282, -0.0143, -0.0310], [0.0552, -0.0473, -0.0105], [0.0219, 0.0653, -0.0660], [0.0567, -0.0279, 0.0774], [-0.0206, -0.0228, 0.0079], [-0.0205, -0.0326, -0.0462], [0.0011, 0.0024, -0.0391], [-0.0022, 0.0018, 0.0176], [0.0117, 0.0093, 0.0399], [-0.0432, -0.0041, 0.0389], [-0.0064, -0.0393, 0.0075], [-0.0004, 0.0585, -0.0245], [0.0296, 0.0023, 0.0242], [-0.0018, 0.0137, 0.0070], [-0.0023, -0.0015, -0.0021], [0.0066, 0.0015, -0.0057], [0.0031, 0.0017, 0.0066], [-0.0196, 0.0021, -0.0115], [-0.0259, 0.0110, 0.0000], [-0.0079, 0.0268, -0.0618], [0.0041, -0.0020, -0.0656], [-0.0243, 0.0171, -0.0194], [-0.0218, -0.0203, -0.0024], [0.0021, -0.0202, 0.0078], [0.0240, -0.0096, 0.0148], [0.0127, 0.0145, 0.0160], [-0.0189, 0.0024, 0.0368], [0.0267, 0.0113, 0.0267], [-0.0189, 0.0132, -0.0348], [0.0153, -0.0070, 0.0195], [0.0167, -0.0054, 0.0129], [-0.0108, -0.0091, -0.0014], [-0.0060, 0.0088, 0.0011], [-0.0185, 0.0059, 0.0186], [-0.0338, -0.0195, 0.0114], [-0.0062, 0.0010, 0.1193], [-0.0044, -0.0315, 0.0162], [0.0041, 0.0001, -0.0056], [-0.0034, -0.0058, 0.0117], [0.0185, 0.0270, 0.0191], [0.0040, 0.0275, 0.0114]]
}